#P
DFT (the ωB97M-V functional and the def2-TZVPD basis) results for a 2-piece molecular cluster, C6H12NO2 overall.

Calculated values
**Gap between HOMO and LUMO**: 9.080 eV
**2S+1**: 1
**Charge**: +1
**Highest occupied orbital energy**: -14.02 eV

```
21
C6H12NO2, DFT the ωB97M-V functional and the def2-TZVPD basis
O -0.328 0.444 -2.177
C 0.361 1.386 -1.904
C 0.922 1.607 -0.552
C -0.149 1.513 0.541
C -0.267 0.130 1.306
C -0.550 0.213 2.632
C -1.114 -2.181 0.654
N -0.568 -1.028 0.379
H 0.753 2.160 -2.579
H 1.301 2.692 -0.460
H 1.907 1.180 -0.301
H -1.203 1.668 0.411
H 0.181 2.383 1.265
H -0.474 1.208 3.072
H -1.050 -0.643 3.342
H -1.440 -2.983 -0.009
H -1.314 -2.545 1.661
H -0.349 -0.741 -0.671
H 1.085 -2.969 -1.949
H 1.403 -1.466 -2.654
O 0.890 -2.028 -2.008
```

Atomic partial charges in e from the Löwdin method, atoms 1 to 2: 0.0552 -0.2398



#Q
DFT (the ωB97M-V functional and the def2-TZVPD basis) results for an isolated ion of composition C6H12NO2 and charge +1.

Calculated values
**Gap between HOMO and LUMO**: 7.631 eV
**2S+1**: 1
**Charge**: +1
**Highest occupied orbital energy**: -13.59 eV

```
21
C6H12NO2, DFT the ωB97M-V functional and the def2-TZVPD basis
C 0.071 0.627 -0.790
C 0.985 -0.603 -1.356
C 1.739 -1.201 -0.216
C 1.660 -0.177 0.834
C -1.764 1.418 0.620
C -1.744 -0.887 0.014
N -1.055 0.371 -0.014
O 0.535 1.727 -0.848
O 2.441 0.818 0.783
H 0.139 -1.308 -1.638
H 1.483 -0.345 -2.202
H 1.380 -2.152 0.212
H 2.818 -1.238 -0.569
H 0.838 -0.201 1.520
H -1.338 1.494 1.573
H -1.574 2.349 0.112
H -2.884 1.340 0.692
H -1.168 -1.559 0.675
H -2.672 -0.714 0.540
H -1.878 -1.375 -0.937
H 1.989 1.616 0.994
```

Atomic partial charges in e from the Löwdin method, atoms 1 to 2: -0.4321 -0.0206



Top of the stability list: #Q, leading by 0.338 eV.



#P
DFT (the ωB97M-V functional and the def2-TZVPD basis) results for a 2-piece molecular cluster, C9H12NP overall.

Calculated values
**SMILES**: C/C=C1\C=CC=CC1.N=C=P
**Gap between HOMO and LUMO**: 7.539 eV
**2S+1**: 1
**Highest occupied orbital energy**: -7.51 eV

```
23
C9H12NP, DFT the ωB97M-V functional and the def2-TZVPD basis
C -0.716 -1.063 -2.554
C -1.280 -0.843 -1.170
C -0.700 0.017 -0.325
C 0.295 0.981 -0.713
C 0.786 1.885 0.179
C 0.254 1.952 1.515
C -0.854 1.297 1.904
C -1.350 0.132 1.085
H -1.457 -1.132 -3.210
H -0.302 -2.092 -2.465
H 0.050 -0.429 -2.874
H -2.117 -1.301 -0.700
H 0.541 0.806 -1.730
H 1.448 2.609 -0.061
H 0.776 2.800 2.112
H -1.144 1.498 2.855
H -2.438 0.170 1.227
H -1.148 -0.773 1.569
N 2.938 -0.527 0.691
C 2.190 -1.464 0.484
P 1.088 -2.651 0.217
H 2.808 0.451 0.482
H 0.333 -2.321 1.484
```

Atomic partial charges in e from the Löwdin method, atoms 1 to 2: -0.0720 -0.1341



#Q
DFT (the ωB97M-V functional and the def2-TZVPD basis) results for C9H12NP in the gas phase.

Calculated values
**SMILES**: CCC1=CC=P(CC)=C1C#N
**Gap between HOMO and LUMO**: 9.033 eV
**2S+1**: 1
**Highest occupied orbital energy**: -9.17 eV

```
23
C9H12NP, DFT the ωB97M-V functional and the def2-TZVPD basis
C 3.338 -0.261 0.504
C 2.267 0.104 -0.562
C 0.871 0.452 -0.050
C 0.516 1.822 0.270
C -0.715 1.906 0.813
P -1.523 0.322 1.177
C -2.668 0.278 -0.300
C -2.965 -1.165 -0.728
C -0.054 -0.400 0.370
C 0.099 -1.972 0.446
N 0.264 -3.079 0.680
H 3.512 0.407 1.396
H 4.191 -0.228 -0.118
H 3.310 -1.263 0.903
H 2.049 -0.703 -1.312
H 2.435 1.068 -1.144
H 1.304 2.537 0.251
H -1.119 2.824 1.389
H -3.532 0.893 -0.116
H -2.163 0.887 -0.969
H -2.094 -1.721 -1.140
H -3.878 -1.574 -0.048
H -3.443 -1.132 -1.712
```

Atomic partial charges in e from the Löwdin method, atoms 1 to 2: -0.0771 -0.1853



Top of the stability list: #Q, leading by 1.665 eV.



#P
DFT (the ωB97M-V functional and the def2-TZVPD basis) results for a 2-piece molecular cluster, C9H16N3 overall.

Calculated values
**Gap between HOMO and LUMO**: 8.449 eV
**2S+1**: 1
**Charge**: +1
**Highest occupied orbital energy**: -11.89 eV

```
28
C9H16N3, DFT the ωB97M-V functional and the def2-TZVPD basis
C -1.534 0.707 2.318
C 0.761 -0.201 2.577
N -0.367 0.327 3.134
N 0.728 -1.159 1.667
N 1.898 0.454 2.797
H -0.495 0.214 4.122
H -0.049 -1.804 1.588
H 1.217 -1.061 0.783
H 1.831 1.334 3.271
H 2.826 0.043 2.793
H -1.742 0.002 1.503
H -1.676 1.742 2.042
H -2.333 0.432 3.026
C 1.355 1.658 -2.342
C 0.352 0.536 -2.119
C -0.977 0.648 -2.516
C 0.799 -0.756 -1.762
C -1.801 -0.474 -2.379
C -0.034 -1.829 -1.558
C -1.421 -1.680 -1.790
H 2.383 1.318 -2.377
H 1.348 2.214 -1.404
H -1.311 1.603 -2.853
H 1.880 -0.812 -1.641
H -2.792 -0.453 -2.824
H 0.326 -2.819 -1.289
H -2.167 -2.423 -1.579
H 0.994 2.237 -3.186
```

Atomic partial charges in e from the Löwdin method, atoms 1 to 2: -0.0366 -0.4291



#Q
DFT (the ωB97M-V functional and the def2-TZVPD basis) results for a 2-piece molecular cluster, C9H16N3 overall.

Calculated values
**Gap between HOMO and LUMO**: 9.685 eV
**2S+1**: 1
**Charge**: +1
**Highest occupied orbital energy**: -12.45 eV

```
28
C9H16N3, DFT the ωB97M-V functional and the def2-TZVPD basis
C 1.102 -0.258 3.069
C 0.438 1.795 1.702
C 0.292 0.452 1.995
C -0.526 2.526 0.986
C -0.710 -0.321 1.329
C -1.660 1.795 0.479
C -1.809 0.438 0.759
H 1.094 2.487 2.165
H -0.469 3.669 0.943
H 0.527 -0.396 3.970
H 1.936 0.364 3.321
H -0.917 -1.332 1.596
H -2.484 2.307 -0.026
H -2.598 -0.031 0.379
H 1.286 -1.158 2.589
C -0.043 -2.736 -1.740
C 0.468 -0.383 -1.952
N -0.015 -1.349 -1.216
N 0.626 -0.348 -3.318
N 0.897 0.838 -1.403
H 0.223 -1.379 -0.230
H 0.229 -0.976 -3.990
H 1.077 0.590 -3.627
H 0.751 0.893 -0.400
H 0.489 1.698 -1.768
H 0.195 -3.434 -0.912
H 0.695 -2.739 -2.605
H -1.093 -3.011 -2.095
```

Atomic partial charges in e from the Löwdin method, atoms 1 to 2: -0.0125 -0.0827



#R
DFT (the ωB97M-V functional and the def2-TZVPD basis) results for a 2-piece molecular cluster, C9H16N3 overall.

Calculated values
**Gap between HOMO and LUMO**: 8.390 eV
**2S+1**: 1
**Charge**: +1
**Highest occupied orbital energy**: -11.45 eV

```
28
C9H16N3, DFT the ωB97M-V functional and the def2-TZVPD basis
C -0.693 -2.399 -0.469
C 0.484 -1.911 -2.587
N 1.572 -1.332 -3.093
N 0.497 -2.317 -1.317
N -0.638 -1.962 -3.303
H 2.325 -1.071 -2.478
H 1.731 -1.335 -4.089
H 1.368 -2.715 -0.998
H -1.356 -2.626 -3.064
H -0.650 -1.448 -4.170
H -1.502 -1.826 -0.905
H -0.459 -2.018 0.517
H -0.970 -3.439 -0.350
C -2.217 2.416 2.037
C 1.818 1.059 1.662
C 1.574 2.268 2.286
C 0.801 0.349 1.029
C 0.257 2.699 2.366
C -0.505 0.816 1.102
C -0.797 1.933 1.882
H 2.828 0.659 1.639
H 2.403 2.883 2.612
H 1.096 -0.295 0.207
H 0.008 3.673 2.772
H -1.234 0.453 0.384
H -2.289 3.490 1.949
H -2.600 2.146 3.020
H -2.852 1.850 1.359
```

Atomic partial charges in e from the Löwdin method, atoms 1 to 2: -0.0334 -0.4497



#S
DFT (the ωB97M-V functional and the def2-TZVPD basis) results for an isolated ion of composition C9H16N3 and charge +1.

Calculated values
**SMILES**: C=[n+]1cn[nH]/c1=C(/C)C(C)(C)C
**Gap between HOMO and LUMO (spin up / spin down)**: 7.135 / 7.255 eV
**2S+1**: 1
**Charge**: +1
**Highest occupied orbital energy (spin up / spin down)**: -12.37 / -12.36 eV

```
28
C9H16N3, DFT the ωB97M-V functional and the def2-TZVPD basis
C 3.239 0.782 -0.085
N 2.411 0.234 0.758
C 2.806 -0.208 2.025
N 1.817 -0.678 2.693
N 0.744 -0.589 1.945
C 1.020 -0.048 0.697
C 0.174 0.133 -0.348
C 0.659 0.728 -1.615
C -1.459 -0.216 -0.325
C -2.112 1.089 0.136
C -1.784 -1.353 0.646
C -1.945 -0.610 -1.717
H 2.947 1.168 -1.039
H 4.272 0.863 0.208
H 3.813 -0.155 2.381
H -0.151 -0.923 2.267
H 1.476 0.128 -2.025
H -0.119 0.776 -2.365
H 1.023 1.744 -1.450
H -3.191 0.954 0.164
H -1.776 1.369 1.132
H -1.891 1.906 -0.546
H -2.759 -1.764 0.397
H -1.065 -2.166 0.571
H -1.866 -1.003 1.674
H -1.998 0.228 -2.405
H -2.958 -0.995 -1.628
H -1.329 -1.395 -2.147
```

Atomic partial charges in e from the Löwdin method, atoms 1 to 2: 0.1768 0.0023



Top of the stability list: #R, leading by 0.660 eV.



#P
DFT (the ωB97M-V functional and the def2-TZVPD basis) results for a 2-piece molecular cluster, CH4BrOP overall.

Calculated values
**Gap between HOMO and LUMO**: 9.915 eV
**2S+1**: 1
**Highest occupied orbital energy**: -9.52 eV

```
8
CH4BrOP, DFT the ωB97M-V functional and the def2-TZVPD basis
C 0.042 -0.336 -0.401
O 0.961 0.603 -0.499
P -0.739 -0.202 1.303
Br -1.214 -0.271 -1.916
H 0.567 -1.676 -0.672
H 1.028 0.713 -1.471
H 0.271 0.030 2.406
H -0.915 1.138 1.250
```

Atomic partial charges in e from the Löwdin method, atoms 1 to 2: -1.1789 -0.1859



#Q
DFT (the ωB97M-V functional and the def2-TZVPD basis) results for CH4BrOP in the gas phase.

Calculated values
**SMILES**: O[C@@H](P)Br
**Gap between HOMO and LUMO**: 9.308 eV
**2S+1**: 1
**Highest occupied orbital energy**: -8.98 eV

```
8
CH4BrOP, DFT the ωB97M-V functional and the def2-TZVPD basis
O -0.138 -1.276 -0.026
C -0.655 -0.141 0.422
P 0.996 1.388 0.074
Br -2.370 0.199 -0.208
H -0.063 -1.291 -1.061
H -0.802 -0.220 1.492
H 1.714 0.228 0.608
H 1.318 1.113 -1.301
```

Atomic partial charges in e from the Löwdin method, atoms 1 to 2: -0.2157 -1.0655



Top of the stability list: #Q, leading by 0.555 eV.



#P
DFT (the ωB97M-V functional and the def2-TZVPD basis) results for a 2-piece molecular cluster, C3H10S overall.

Calculated values
**SMILES**: CCC.S
**Gap between HOMO and LUMO**: 10.723 eV
**2S+1**: 1
**Highest occupied orbital energy**: -9.80 eV

```
14
C3H10S, DFT the ωB97M-V functional and the def2-TZVPD basis
C -0.754 0.302 -0.358
C -1.124 -0.186 1.044
C 0.043 0.062 1.993
H -0.645 1.381 -0.402
H -1.490 0.025 -1.107
H 0.179 -0.195 -0.637
H -1.316 -1.268 0.999
H -2.021 0.320 1.395
H -0.142 -0.146 3.044
H 0.899 -0.555 1.715
H 0.352 1.109 1.936
S 1.582 -0.745 -3.164
H 2.614 -0.485 -3.979
H 1.822 0.381 -2.480
```

Atomic partial charges in e from the Löwdin method, atoms 1 to 2: -0.1370 -0.3173



#Q
DFT (the ωB97M-V functional and the def2-TZVPD basis) results for a 2-piece molecular cluster, C3H10S overall.

Calculated values
**SMILES**: CSC.C
**Gap between HOMO and LUMO**: 9.463 eV
**2S+1**: 1
**Highest occupied orbital energy**: -8.50 eV

```
14
C3H10S, DFT the ωB97M-V functional and the def2-TZVPD basis
C 0.436 0.431 -0.746
S 0.572 -0.621 -2.186
C 0.741 -2.248 -1.359
H 1.044 0.140 0.100
H 0.712 1.448 -0.987
H -0.586 0.473 -0.374
H 1.038 -2.080 -0.328
H 1.571 -2.738 -1.838
H -0.185 -2.812 -1.403
C -1.937 2.834 5.512
H -2.224 2.000 6.137
H -2.288 3.726 5.999
H -0.862 2.688 5.459
H -2.302 2.617 4.523
```

Atomic partial charges in e from the Löwdin method, atoms 1 to 2: -0.4674 0.7254



Top of the stability list: #P, leading by 0.335 eV.